{
  "formula": "C54H79ClN5OP2Pd",
  "method": "ωB97M-V/def2-TZVPD",
  "de_lowest_kcal_mol": 0.0,
  "spin_multiplicity": 3,
  "homo_ev": [-0.5, -3.2],
  "orbital_gap_ev": [2.3, 5.0],
  "lumo_energy_ev": [1.82, 1.82],
  "energy_ha": -3724.8993,
  "charge": -1,
  "species": ["Pd", "C", "C", "C", "P", "C", "C", "C", "C", "C", "C", "C", "C", "C", "C", "N", "C", "C", "C", "C", "C", "C", "C", "P", "C", "C", "C", "C", "C", "C", "H", "H", "H", "H", "H", "H", "H", "H", "H", "H", "H", "H", "H", "H", "H", "H", "H", "H", "H", "H", "H", "H", "H", "H", "H", "H", "H", "H", "H", "H", "H", "H", "H", "H", "H", "H", "H", "H", "H", "H", "C", "C", "C", "C", "C", "C", "C", "C", "C", "C", "C", "C", "N", "H", "H", "H", "H", "H", "H", "H", "H", "H", "H", "H", "H", "H", "H", "H", "H", "H", "C", "C", "C", "C", "C", "O", "C", "C", "C", "C", "C", "C", "Cl", "C", "C", "C", "N", "C", "N", "C", "N", "H", "H", "H", "H", "H", "H", "H", "H", "H", "H", "H", "H", "H", "H", "H", "H", "H", "H", "H", "H", "H", "H"],
  "coordinates": [[-0.09109, -1.92583, -0.89181], [-4.04915, -4.87036, -0.46737], [-3.36316, -3.50612, -0.45235], [-3.60550, -2.76925, -1.76702], [-1.50147, -3.64068, -0.21438], [-1.40365, -4.11081, 1.60113], [-0.27589, -3.32075, 2.29764], [-1.20477, -5.58922, 1.92001], [-0.91300, -4.85706, -1.34379], [-1.11136, -6.28305, -1.25402], [-0.59280, -7.16082, -2.18108], [-0.78087, -8.64780, -2.00313], [0.10494, -6.67445, -3.29074], [0.19487, -5.26918, -3.48665], [-0.30885, -4.37036, -2.57442], [-0.18941, -2.97491, -2.71671], [0.07791, -2.31343, -3.86487], [-0.33862, -2.71832, -5.15693], [-0.12177, -1.91792, -6.25939], [0.53244, -0.68998, -6.17776], [0.72527, 0.18717, -7.38757], [0.98585, -0.30049, -4.92417], [0.78049, -1.07168, -3.78656], [1.38949, -0.70707, -2.11291], [1.71345, 1.11453, -1.97625], [2.91718, 1.71642, -2.70398], [0.42218, 1.88462, -2.24759], [3.09553, -1.42812, -2.06036], [3.05212, -2.93143, -2.32812], [3.73222, -1.14073, -0.70218], [-5.12130, -4.75617, -0.65922], [-3.93546, -5.39623, 0.48374], [-3.62655, -5.50016, -1.25001], [-3.77494, -2.91462, 0.36880], [-3.12935, -3.30445, -2.59305], [-3.17230, -1.76708, -1.74269], [-4.67639, -2.68990, -1.97821], [-2.35625, -3.78894, 2.03078], [0.66428, -3.65258, 1.84392], [-0.25944, -3.63788, 3.34199], [0.21033, -1.46569, 1.53160], [-0.28036, -5.96156, 1.47408], [-2.02058, -6.20438, 1.54462], [-1.14636, -5.73386, 3.00373], [-1.65146, -6.69770, -0.41328], [-1.30393, -8.86985, -1.07134], [0.18204, -9.16635, -1.98180], [-1.35940, -9.07766, -2.82604], [0.52959, -7.35233, -4.02154], [0.70273, -4.90339, -4.36926], [-0.87133, -3.65187, -5.26377], [-0.48432, -2.25581, -7.22593], [0.54119, -0.37183, -8.30612], [1.74277, 0.58248, -7.44171], [0.04397, 1.04332, -7.38542], [1.50918, 0.64400, -4.84436], [1.93862, 1.20055, -0.90893], [2.86114, 1.62110, -3.78624], [3.85086, 1.25504, -2.37987], [2.98401, 2.78485, -2.47155], [0.20782, 1.92843, -3.31628], [0.49271, 2.91304, -1.87608], [-0.43365, 1.40017, -1.76835], [3.67713, -0.94274, -2.85270], [2.43184, -3.44578, -1.58880], [4.06402, -3.34353, -2.27929], [2.63644, -3.15690, -3.30907], [3.11710, -1.56041, 0.09722], [3.84317, -0.07186, -0.50456], [4.72256, -1.59945, -0.64422], [1.73961, -3.31917, 5.18788], [1.87653, -2.01192, 4.39737], [2.54422, -2.24419, 3.03469], [0.60568, -1.15793, 4.42704], [0.50917, -0.33440, 5.54955], [-0.49755, 0.59878, 5.68975], [-1.43041, 0.72766, 4.67852], [-1.40068, -0.08920, 3.55148], [-2.50960, 0.13530, 2.53657], [-2.09060, 0.63719, 1.15211], [-3.43706, -1.06728, 2.41039], [-0.39178, -1.06753, 3.43201], [-0.37704, -1.86565, 2.25080], [2.71342, -3.80879, 5.26676], [1.05950, -4.01895, 4.70607], [1.37066, -3.12761, 6.19702], [2.58728, -1.41113, 4.97471], [2.28015, -1.47286, 2.31467], [2.28589, -3.21433, 2.61402], [3.63004, -2.23093, 3.15461], [1.27633, -0.40762, 6.31353], [-0.54086, 1.23568, 6.56451], [-2.21202, 1.47473, 4.76318], [-3.11011, 0.94677, 2.96577], [-1.55372, -0.08753, 0.51942], [-1.48626, 1.53987, 1.23599], [-2.99757, 0.91403, 0.60340], [-2.91818, -1.84928, 1.87293], [-4.33620, -0.79904, 1.85035], [-3.73578, -1.44974, 3.38870], [-1.62358, 6.14392, 2.57580], [-0.71716, 4.99549, 2.09820], [-0.94378, 3.82849, 3.07735], [-1.20987, 4.57366, 0.71141], [0.79497, 5.43002, 2.08272], [1.29335, 5.43495, 3.42311], [1.06898, 6.86179, 1.50789], [1.58417, 7.08160, 0.07170], [0.56712, 6.89281, -1.02390], [0.70925, 5.90230, -1.98631], [-0.26194, 5.68778, -2.95687], [-1.38929, 6.49260, -2.96425], [-2.62101, 6.23156, -4.16318], [-1.54664, 7.50750, -2.03325], [-0.56808, 7.70365, -1.07274], [1.73034, 4.46851, 1.33434], [1.82940, 3.10998, 1.82314], [1.27840, 1.98847, 1.32965], [1.69119, 0.93815, 1.99831], [2.53024, 1.48423, 2.91508], [2.65930, 2.79076, 2.83998], [-2.59640, 5.73391, 2.85066], [-1.79285, 6.88914, 1.79746], [-1.23015, 6.65737, 3.45840], [-1.96890, 3.46910, 2.96289], [-0.81709, 4.13665, 4.11598], [-0.28129, 2.98405, 2.91340], [-2.28345, 4.38009, 0.75588], [-0.73849, 3.65499, 0.36378], [-1.04545, 5.34626, -0.03578], [0.64454, 5.86529, 3.99370], [1.83206, 7.26560, 2.17582], [0.19015, 7.48887, 1.64314], [2.46027, 6.46621, -0.13637], [1.93749, 8.11644, 0.03631], [1.59071, 5.27034, -1.98097], [-0.15044, 4.90020, -3.68914], [-2.42902, 8.13205, -2.06431], [-0.69495, 8.49393, -0.34145], [2.73664, 4.88272, 1.40881], [1.45385, 4.42143, 0.28210], [0.59057, 1.97704, 0.50210], [3.06101, 0.90027, 3.64811]],
  "forces_ev_per_angstrom": [[-0.2, 0.2, 0.0], [0.0, 0.0, 0.1], [0.0, -0.1, 0.0], [0.0, 0.0, 0.0], [0.0, 0.0, 0.1], [0.0, 0.2, 0.0], [-0.1, -0.1, 0.0], [0.0, 0.0, 0.0], [-0.1, -0.2, -0.2], [0.0, 0.2, 0.0], [0.0, -0.2, 0.0], [0.0, 0.0, 0.0], [0.0, 0.3, 0.0], [0.0, -0.2, 0.0], [0.0, 0.3, 0.0], [0.2, -0.4, 0.2], [0.0, 0.1, -0.1], [0.0, 0.0, 0.1], [0.0, 0.0, 0.0], [0.0, 0.0, 0.0], [0.0, 0.0, 0.0], [0.0, -0.1, 0.0], [0.0, 0.0, 0.0], [0.2, 0.0, -0.1], [0.0, 0.0, 0.0], [0.0, 0.0, 0.0], [0.0, 0.0, 0.0], [0.0, 0.1, -0.1], [0.0, 0.0, 0.0], [0.0, 0.0, 0.0], [0.0, 0.0, 0.0], [0.0, 0.0, 0.0], [0.0, 0.0, 0.0], [0.1, 0.1, 0.0], [0.0, 0.0, 0.0], [0.0, 0.0, 0.0], [0.0, 0.0, 0.0], [0.0, 0.0, 0.0], [-0.1, 0.0, 0.0], [0.0, 0.0, 0.0], [0.1, 0.2, -0.2], [0.0, 0.0, 0.0], [0.0, 0.0, 0.0], [0.0, 0.0, 0.0], [0.0, 0.0, 0.0], [0.0, 0.0, 0.0], [0.0, 0.0, 0.0], [0.0, 0.0, 0.0], [0.0, 0.0, 0.0], [0.0, 0.0, 0.0], [0.0, 0.0, 0.0], [0.0, 0.0, 0.0], [0.0, 0.0, 0.0], [0.0, 0.0, 0.0], [0.0, 0.0, 0.0], [0.0, 0.0, 0.0], [0.0, 0.0, 0.0], [0.0, 0.0, 0.0], [0.0, 0.0, 0.0], [0.0, 0.0, 0.0], [0.0, 0.0, 0.0], [0.0, 0.0, 0.0], [0.0, 0.0, 0.0], [0.0, 0.0, 0.0], [0.0, 0.0, 0.0], [0.0, 0.0, 0.0], [0.0, 0.0, 0.0], [0.0, 0.0, 0.0], [0.0, 0.0, 0.0], [0.0, 0.0, 0.0], [0.0, 0.0, 0.0], [0.0, 0.0, 0.0], [0.1, 0.0, 0.0], [0.0, 0.0, 0.0], [0.0, 0.0, 0.0], [0.0, 0.0, 0.0], [0.0, 0.0, 0.0], [0.1, 0.0, 0.0], [-0.1, 0.0, 0.0], [0.0, 0.0, -0.2], [0.0, 0.0, 0.0], [0.3, -0.1, 0.0], [-0.3, -0.2, 0.1], [0.0, 0.0, 0.0], [0.0, 0.0, 0.0], [0.0, 0.0, 0.0], [0.0, 0.0, 0.0], [0.0, 0.1, 0.0], [0.1, 0.1, 0.0], [0.0, 0.0, 0.0], [0.0, 0.0, 0.0], [0.0, 0.0, 0.0], [0.0, 0.0, 0.0], [0.0, 0.0, 0.0], [-0.1, 0.0, 0.4], [0.1, 0.1, 0.0], [0.0, 0.0, 0.0], [0.0, -0.1, 0.0], [0.0, 0.0, 0.0], [0.0, 0.0, 0.0], [0.1, 0.0, 0.0], [0.0, 0.0, 0.0], [0.0, 0.0, 0.0], [0.0, 0.0, 0.1], [-0.1, 0.0, 0.0], [-0.1, 0.1, 0.1], [0.0, 0.0, 0.0], [0.0, 0.0, 0.0], [-0.1, 0.1, 0.0], [0.0, 0.0, -0.1], [-0.1, 0.1, 0.1], [0.1, -0.1, 0.0], [0.0, 0.0, 0.0], [0.0, 0.0, 0.0], [0.1, -0.1, -0.1], [0.0, 0.1, 0.1], [0.1, 0.0, -0.1], [0.0, 0.0, 0.0], [0.0, -0.1, 0.0], [0.0, 0.0, 0.0], [0.0, 0.0, 0.1], [0.0, 0.0, 0.0], [0.0, 0.0, 0.0], [0.0, 0.0, 0.0], [0.0, 0.0, 0.0], [0.0, 0.0, 0.0], [-0.1, 0.0, 0.0], [0.0, 0.0, 0.0], [0.0, 0.0, 0.0], [0.0, 0.0, 0.0], [0.1, -0.1, -0.1], [0.0, 0.0, 0.0], [-0.1, 0.0, 0.1], [0.0, 0.0, 0.0], [0.0, 0.0, 0.0], [0.0, 0.0, 0.0], [0.0, 0.0, 0.0], [0.0, 0.0, 0.0], [0.0, 0.0, 0.0], [0.0, 0.0, 0.0], [0.0, 0.0, 0.0], [0.0, 0.0, 0.0], [0.0, 0.0, 0.0]]
}